This record from OMol25 describes C34H42AsGeOsPS5Si2 as an isolated structure at a distorted geometry. The level of theory is the ωB97M-V functional and the def2-TZVPD basis.

```
87
Properties=species:S:1:pos:R:3:forces:R:3
Os 0.209427 -0.414715 1.424822 0.43 -0.37 0.79
S 0.052867 0.000613 8.692692 0.02 0.00 -0.11
C 0.154639 -0.063802 7.081436 -0.03 -0.01 -0.02
S -0.272693 1.258738 6.022093 -0.02 0.09 0.09
C 0.066227 0.481293 4.540051 0.03 -0.07 -0.06
C 0.532235 -0.840334 4.629681 0.04 0.07 -0.19
S 1.031024 -1.728940 3.250201 -0.18 0.04 0.04
S 0.687255 -1.477258 6.199899 0.03 -0.08 0.12
S -0.173787 1.292819 3.050338 -0.14 -0.15 -0.01
Ge 2.364785 -1.266785 0.374298 0.26 -0.25 -0.06
C 2.895385 -1.280829 -1.479378 -0.10 -0.03 0.02
C 3.060509 -2.517654 -2.098195 -0.06 -0.07 -0.02
C 3.530532 -2.596880 -3.400908 0.03 -0.04 0.00
C 3.857770 -1.439119 -4.089775 0.00 0.02 -0.03
C 3.713179 -0.201501 -3.475883 -0.02 0.00 -0.03
C 3.230604 -0.123968 -2.179233 0.01 0.16 0.04
C 3.359404 0.001796 1.470466 -0.11 -0.01 0.01
C 4.146749 -0.500324 2.510460 -0.02 -0.02 0.07
C 4.940541 0.349222 3.260644 0.03 -0.03 0.03
C 4.942921 1.714356 2.999964 0.01 0.04 0.01
C 4.157073 2.227462 1.980050 0.00 0.01 0.00
C 3.370251 1.373286 1.221583 -0.07 0.09 -0.08
H 2.520763 -2.704252 0.913312 0.03 0.04 0.00
H 2.822268 -3.432486 -1.567777 0.00 -0.01 0.02
H 3.652349 -3.561996 -3.873425 0.01 -0.02 0.00
H 4.242325 -1.499421 -5.098824 -0.01 0.00 -0.02
H 3.990330 0.699740 -4.006884 0.02 0.02 0.00
H 3.152375 0.850071 -1.705362 -0.02 -0.02 -0.01
H 4.150674 -1.560933 2.732510 0.00 -0.01 -0.02
H 5.565409 -0.052102 4.047194 0.01 0.00 0.01
H 5.565280 2.375111 3.588236 0.00 0.01 0.01
H 4.164563 3.289679 1.772825 0.00 0.01 -0.01
H 2.764106 1.788462 0.422302 0.02 -0.02 0.02
C -2.210683 -2.406522 2.737972 -0.05 0.03 -0.03
P -1.908521 -1.407905 1.250627 0.08 0.17 0.15
C -3.295411 -0.254069 1.166189 -0.06 -0.05 -0.07
C -4.579535 -0.787687 1.321422 0.02 -0.05 -0.02
C -5.689173 0.037070 1.264233 -0.01 0.04 -0.01
C -5.532482 1.401415 1.057444 -0.01 -0.02 0.00
C -4.263404 1.938786 0.909189 0.00 0.00 0.01
C -3.149165 1.116036 0.964972 0.03 -0.05 0.02
C -2.023392 -2.600947 -0.092439 0.05 -0.02 0.01
C -3.009704 -2.536118 -1.071302 0.03 0.03 -0.01
C -3.092536 -3.537586 -2.029341 0.00 0.07 -0.03
C -2.192325 -4.590264 -2.017516 0.02 -0.07 0.00
C -1.208278 -4.661307 -1.037805 0.00 0.02 -0.02
C -1.123756 -3.671551 -0.075740 0.07 0.05 -0.02
H -3.161340 -2.927353 2.620923 0.00 0.03 0.04
H -2.250533 -1.755166 3.611356 0.00 0.00 0.00
H -1.416426 -3.139060 2.866333 -0.04 0.01 -0.04
H -4.726750 -1.850057 1.474224 0.02 0.01 -0.01
H -6.676951 -0.385766 1.381617 -0.02 -0.01 0.00
H -6.400968 2.043743 1.016449 -0.02 0.02 0.00
H -4.139109 3.002628 0.756934 -0.01 0.02 0.01
H -2.162324 1.545006 0.858429 0.01 0.01 0.02
H -3.720896 -1.722512 -1.081761 -0.03 0.05 0.00
H -3.866953 -3.494900 -2.783303 -0.01 0.00 -0.01
H -2.260994 -5.366273 -2.767606 -0.01 -0.02 0.00
H -0.515547 -5.491186 -1.021676 0.02 -0.01 0.00
H -0.352599 -3.733668 0.686207 -0.01 0.01 0.02
C 1.720526 3.816269 -1.558799 -0.16 -0.06 0.00
Si 0.175219 3.432988 -0.577886 0.07 0.03 0.02
C 0.242265 4.110660 1.156261 -0.03 -0.10 -0.08
C -1.412671 3.911355 -1.441927 0.06 -0.11 0.06
As 0.129658 0.982617 -0.482968 -0.22 0.58 -0.90
Si -0.589108 0.274891 -2.738035 -0.01 0.07 0.06
C -0.055491 -1.492237 -2.999171 -0.05 0.12 0.15
C -2.446303 0.552403 -2.733484 0.11 -0.05 0.00
C 0.237376 1.420952 -3.958691 -0.09 -0.19 0.07
H 1.722306 4.870399 -1.846735 -0.04 0.04 0.04
H 1.784791 3.230725 -2.477398 -0.01 0.02 0.05
H 2.621411 3.639099 -0.970289 0.02 -0.02 0.02
H 0.126946 5.196633 1.108488 0.05 0.03 -0.07
H 1.193175 3.895667 1.645689 -0.01 -0.04 0.02
H -0.565192 3.735619 1.785811 -0.01 0.02 -0.02
H -1.555062 4.989957 -1.342503 0.04 0.04 0.02
H -2.291637 3.423724 -1.012801 0.07 0.00 0.00
H -1.382526 3.686029 -2.506537 -0.02 -0.04 -0.04
H 0.100944 -2.041297 -2.070343 -0.06 0.01 0.00
H 0.876398 -1.519139 -3.563748 0.03 0.01 -0.01
H -0.821862 -2.020415 -3.566599 -0.07 0.00 -0.08
H -2.891764 0.626196 -1.742177 0.02 -0.03 0.05
H -2.927951 -0.278542 -3.251991 -0.02 -0.02 -0.05
H -2.687827 1.467877 -3.275579 0.01 0.02 0.01
H 1.322864 1.393075 -3.898613 0.07 -0.02 0.03
H -0.107738 2.450940 -3.907417 -0.01 0.05 0.05
H -0.036327 1.039421 -4.948000 -0.01 0.00 -0.03
```
Positions in Å, forces in eV/Å.

## Properties
Multiplicity   5
Charge   +2
E_LUMO (spin up / spin down)   -6.67 / -8.32 eV
Energy above the lowest of the compared OMol25 structures with the same formula, charge and spin   0.0 kcal/mol
<S²>   6.0635

---

This record from OMol25 describes C34H42BDyF4N5O5S3 as an isolated structure at a distorted geometry. The level of theory is the ωB97M-V functional and the def2-TZVPD basis.

```
95
Properties=species:S:1:pos:R:3:forces:R:3
Dy -1.050908 0.434535 0.671090 -0.92 -1.92 -0.87
C 3.705560 -0.359420 -1.297540 -0.04 -0.08 0.12
C 3.226280 -0.684136 0.093690 0.02 -0.05 0.07
C 3.399401 0.263766 1.103409 0.11 -0.17 0.19
C 3.941580 1.629569 0.773044 -0.05 -0.17 0.01
C 3.027368 -0.039749 2.412735 0.24 -0.26 -0.09
C 3.326394 0.928853 3.525299 -0.06 -0.12 -0.17
C 2.356983 -1.233826 2.683769 0.17 0.00 -0.07
C 1.768220 -1.467191 4.050328 0.06 0.02 -0.12
C 2.193148 -2.187898 1.679268 0.09 0.08 0.02
C 1.551876 -3.512032 2.005505 0.07 0.09 -0.08
C 2.626348 -1.912075 0.380191 0.05 0.01 0.06
C 2.426216 -2.946311 -0.696445 0.04 0.13 0.08
H 2.934977 0.198315 -1.831042 -0.01 0.10 -0.20
H 3.937916 -1.258283 -1.859701 0.00 -0.03 -0.10
H 4.609458 0.244971 -1.264816 0.00 0.08 -0.06
H 5.034578 1.649406 0.804226 0.06 0.09 -0.01
H 3.558582 2.370302 1.467830 0.03 0.11 0.04
H 3.620060 1.933202 -0.217574 0.07 0.10 -0.09
H 2.507266 1.639051 3.628284 -0.06 0.18 0.13
H 4.242512 1.476563 3.319045 0.03 0.08 0.05
H 3.452916 0.407334 4.470149 0.01 0.02 0.09
H 2.487269 -1.968469 4.703365 -0.07 -0.04 0.17
H 0.868969 -2.074091 3.980496 -0.03 -0.06 0.07
H 1.480377 -0.522132 4.502991 0.00 0.02 0.12
H 0.472262 -3.442103 1.866158 -0.14 -0.11 0.02
H 1.743494 -3.797813 3.036555 -0.02 -0.06 0.05
H 1.929226 -4.305160 1.366186 0.04 -0.08 -0.02
H 3.250589 -3.663438 -0.700363 0.02 -0.13 -0.06
H 2.358265 -2.493634 -1.679146 0.04 -0.06 -0.04
H 1.499276 -3.490106 -0.538473 0.01 -0.10 -0.02
O 1.744374 3.509571 -0.866187 0.00 -0.14 0.31
C 1.195502 3.801471 -2.052370 -0.12 -0.01 -0.37
C 1.670110 4.926168 -2.733159 0.09 -0.05 0.12
C 1.154901 5.272874 -3.963687 0.04 -0.01 0.11
C 0.153483 4.504507 -4.542655 -0.11 -0.01 -0.17
C -0.334534 3.401147 -3.874050 0.12 0.04 -0.01
C 0.171357 3.031453 -2.632467 0.31 0.07 0.29
C -0.398130 1.889932 -1.883601 -0.95 -0.46 -0.90
O 0.202877 1.459848 -0.834704 0.66 0.34 0.05
N -1.515995 1.398396 -2.360544 0.55 0.68 -0.33
N -2.169465 0.483804 -1.558953 -0.04 -0.11 -0.21
C -3.175218 -0.002091 -2.176532 0.32 0.27 -0.26
S -4.343317 -1.068674 -1.456930 -0.47 0.03 -0.17
C -5.076595 -1.564270 -3.063295 0.25 -0.05 0.39
C -5.064757 -0.357892 -3.973179 0.43 0.32 0.09
S -3.412970 0.439400 -3.868205 -0.58 -0.23 -0.04
H 1.292635 2.691799 -0.526609 0.15 0.24 -0.16
H 2.452414 5.505003 -2.263960 0.05 0.06 0.04
H 1.528962 6.152474 -4.470591 0.04 0.02 -0.04
H -0.247408 4.772973 -5.508307 -0.05 0.02 -0.09
H -1.118251 2.792404 -4.292641 -0.15 -0.04 -0.07
H -6.088386 -1.908326 -2.855374 -0.03 -0.05 0.01
H -4.484111 -2.385961 -3.468833 -0.04 0.04 -0.06
H -5.811025 0.376196 -3.664285 -0.02 -0.10 -0.03
H -5.227396 -0.630347 -5.014616 -0.05 -0.04 -0.02
C -5.294365 -2.444795 2.310012 0.18 -0.16 -0.04
C -4.305214 -3.604189 2.212978 -0.23 0.22 0.35
N -3.614783 -3.619044 0.944940 0.25 0.18 -0.25
C -4.153985 -4.448820 -0.109531 -0.01 -0.33 -0.31
C -3.596514 -5.870395 -0.039062 -0.15 0.28 -0.01
C -2.490737 -2.901647 0.738744 0.25 -0.17 0.47
S -1.854258 -1.984590 2.021189 -0.18 0.35 0.50
N -1.934851 -3.071462 -0.463560 0.07 -0.16 -0.56
C -0.941329 -2.332559 -0.935289 -0.30 -0.34 0.33
O -0.396258 -1.341468 -0.391710 0.43 -0.77 -0.94
C -0.466764 -2.774252 -2.277717 0.26 0.07 -0.15
C 0.297599 -1.916966 -3.061565 -0.18 0.01 0.13
C 0.779714 -2.345371 -4.284971 0.04 0.04 -0.12
C 0.506694 -3.629517 -4.729762 0.04 -0.03 -0.09
C -0.253554 -4.487641 -3.950812 -0.01 -0.07 -0.05
C -0.741589 -4.058869 -2.731757 -0.05 0.06 0.05
H -5.757837 -2.438322 3.293209 -0.11 0.04 0.11
H -6.073821 -2.516725 1.552552 -0.07 -0.03 -0.06
H -4.759000 -1.509323 2.169831 0.01 0.12 0.02
H -4.821271 -4.561092 2.330297 0.08 -0.01 -0.01
H -3.555908 -3.497812 3.000123 -0.18 -0.17 -0.03
H -3.885388 -3.995840 -1.065454 -0.15 -0.08 0.11
H -5.243293 -4.463946 -0.014394 0.01 0.07 0.02
H -2.516812 -5.835067 -0.147578 0.15 -0.03 -0.05
H -4.020002 -6.481995 -0.832727 -0.01 -0.12 -0.07
H -3.828459 -6.329292 0.919894 -0.04 -0.09 0.09
H 0.505681 -0.923466 -2.692901 0.04 0.13 0.05
H 1.378221 -1.682549 -4.893430 0.02 0.08 -0.03
H 0.887125 -3.966424 -5.684258 0.04 0.00 -0.06
H -0.464105 -5.492721 -4.291182 0.01 -0.04 -0.03
H -1.331699 -4.707351 -2.104392 -0.07 -0.08 0.04
O -1.211054 0.816577 2.890274 0.68 0.27 0.74
N -0.014470 1.187127 2.954530 0.00 0.40 1.41
O 0.644573 1.041741 1.892929 0.42 0.54 0.51
F -3.466441 2.866306 -0.426849 -0.18 0.16 -0.52
B -3.016208 2.510102 0.802601 -0.50 0.16 -0.12
F -3.216539 1.065865 0.968859 -0.40 0.15 0.19
F -3.606623 3.187882 1.807378 -0.20 0.22 0.62
F -1.584682 2.644944 0.854565 -0.06 0.62 -0.02
```
Positions in Å, forces in eV/Å.

## Properties
Multiplicity   6
Charge   -1
E_LUMO (spin up / spin down)   2.06 / 2.06 eV
<S²>   9.0220